{"formula": "C36H44MnN2Si", "method": "ωB97M-V/def2-TZVPD", "charge": 2, "e_lumo_ev": [-5.50, -10.28], "gap_ev": [7.634, 2.124], "spin_multiplicity": 4, "s_squared": 3.838, "symbols": ["C", "C", "C", "H", "C", "C", "H", "H", "H", "H", "Mn", "C", "H", "H", "H", "Si", "C", "C", "H", "C", "H", "C", "H", "C", "H", "C", "H", "C", "C", "H", "C", "H", "C", "H", "C", "H", "C", "H", "H", "H", "C", "C", "C", "C", "C", "C", "C", "N", "C", "C", "C", "C", "C", "C", "C", "N", "C", "C", "C", "C", "H", "H", "H", "H", "H", "H", "H", "H", "H", "H", "H", "H", "H", "H", "H", "H", "H", "H", "H", "H", "H", "H", "H", "H"], "coordinates": [[-1.721, -1.274, -2.187], [-0.561, -1.127, -3.037], [0.426, -2.055, -2.568], [-0.471, -0.485, -3.909], [-0.112, -2.754, -1.442], [-1.436, -2.272, -1.194], [-2.138, -2.665, -0.469], [-2.667, -0.750, -2.312], [1.382, -2.273, -3.037], [0.342, -3.611, -0.940], [-0.123, -0.558, -1.092], [-0.480, 1.178, -1.388], [-0.042, 1.317, -2.409], [-1.567, 1.238, -1.672], [-0.282, 2.123, -0.813], [-2.168, 3.288, -3.551], [-2.605, 4.692, -2.381], [-3.642, 5.537, -2.860], [-4.021, 5.434, -3.882], [-4.188, 6.523, -2.023], [-4.997, 7.177, -2.386], [-3.687, 6.734, -0.746], [-4.136, 7.500, -0.112], [-2.639, 5.922, -0.271], [-2.213, 6.083, 0.715], [-2.070, 4.938, -1.105], [-1.202, 4.368, -0.762], [-0.570, 3.600, -4.481], [-0.795, 4.070, -5.796], [-1.786, 4.351, -6.139], [0.273, 4.181, -6.691], [0.101, 4.536, -7.717], [1.565, 3.885, -6.276], [2.394, 3.916, -6.992], [1.809, 3.463, -4.965], [2.820, 3.252, -4.625], [0.748, 3.372, -4.045], [0.958, 3.144, -3.003], [-3.377, 2.671, -4.361], [-3.108, 3.817, -4.646], [3.171, -5.273, 2.505], [3.912, -4.601, 1.346], [5.389, -4.421, 1.717], [3.814, -5.523, 0.120], [3.303, -3.234, 0.995], [3.680, -2.571, -0.191], [2.886, -1.555, -0.712], [1.740, -1.174, -0.092], [1.512, -1.601, 1.195], [2.316, -2.611, 1.764], [0.295, -1.080, 1.794], [0.026, -1.187, 3.174], [-1.194, -0.729, 3.671], [-2.095, -0.147, 2.752], [-1.748, -0.053, 1.400], [-0.578, -0.510, 0.901], [-1.600, -0.843, 5.139], [-1.996, 0.532, 5.674], [-2.812, -1.767, 5.245], [-0.476, -1.411, 6.006], [3.589, -6.275, 2.655], [2.106, -5.385, 2.275], [3.286, -4.711, 3.437], [5.830, -5.399, 1.943], [5.957, -3.971, 0.895], [5.492, -3.783, 2.602], [2.766, -5.623, -0.194], [4.402, -5.136, -0.722], [4.189, -6.516, 0.382], [4.543, -2.893, -0.772], [3.111, -1.068, -1.675], [2.073, -2.946, 2.770], [0.810, -1.620, 3.826], [-3.064, 0.227, 3.085], [-2.411, 0.400, 0.666], [-2.839, 0.956, 5.124], [-2.287, 0.449, 6.725], [-1.158, 1.232, 5.605], [-2.570, -2.768, 4.878], [-3.130, -1.854, 6.287], [-3.654, -1.387, 4.663], [-0.207, -2.423, 5.695], [0.411, -0.777, 5.968], [-0.808, -1.463, 7.049]], "forces_ev_per_angstrom": [[-0.10, -0.37, -0.43], [-0.43, -1.20, -0.01], [-0.87, 0.20, -0.28], [-0.03, -0.09, 0.33], [-1.20, -0.36, -0.37], [0.48, -0.59, -1.55], [0.23, 0.29, 0.08], [0.32, -0.14, 0.11], [-0.18, 0.33, 0.24], [0.04, 0.64, 0.04], [2.61, -3.38, 3.34], [-1.47, 4.76, -2.00], [0.13, 0.16, 0.64], [0.63, -0.01, 0.54], [0.22, -1.25, -0.02], [-0.46, -0.60, -0.49], [-0.16, 0.15, 0.58], [-0.29, 0.68, 0.38], [0.26, 0.17, 0.46], [-0.49, 0.39, 0.11], [0.50, -0.45, 0.10], [-0.50, -0.27, -0.31], [0.29, -0.16, -0.18], [0.81, -0.33, -0.64], [-0.20, -0.06, -0.07], [-0.14, 0.11, -0.27], [-0.47, 0.11, 0.04], [-0.68, 0.21, -0.32], [1.08, 0.07, -0.80], [0.18, -0.13, 0.11], [-0.53, 0.31, -0.17], [0.04, -0.23, 0.55], [0.35, -0.59, -0.13], [-0.33, 0.19, 0.32], [-0.68, 0.23, 0.87], [-0.17, 0.05, -0.14], [0.54, 0.12, -0.64], [-0.03, -0.12, -0.22], [0.99, -0.64, 1.27], [0.07, 0.95, -0.56], [0.04, 0.06, -0.05], [0.13, 0.26, 0.15], [0.13, 0.11, 0.13], [-0.21, 0.22, -0.17], [0.10, 0.05, -0.25], [-0.26, 0.12, -0.26], [-0.49, -0.11, 0.63], [0.33, 0.43, 0.67], [1.54, -0.63, -1.82], [-0.66, 0.47, -0.24], [-1.14, 0.49, 0.33], [0.36, 0.05, -0.76], [-0.35, 0.18, -0.06], [0.54, -0.14, -0.65], [0.13, -0.09, 0.50], [0.01, -0.25, 1.37], [0.14, -0.06, 0.13], [0.12, 0.34, -0.03], [-0.20, -0.29, -0.22], [-0.03, 0.02, 0.03], [-0.09, 0.22, 0.05], [0.08, -0.01, 0.10], [-0.04, -0.12, -0.05], [-0.05, 0.19, -0.04], [-0.05, -0.08, 0.14], [0.04, -0.11, -0.15], [0.21, -0.06, -0.03], [-0.14, -0.18, 0.15], [-0.01, 0.15, -0.07], [-0.23, 0.00, 0.20], [-0.15, -0.36, 0.61], [0.07, -0.16, -0.35], [-0.77, 0.36, -0.46], [0.34, -0.11, -0.19], [0.04, -0.08, 0.22], [0.04, -0.01, 0.10], [0.03, 0.00, -0.13], [-0.08, -0.01, 0.05], [-0.06, 0.01, 0.04], [0.06, 0.04, -0.11], [-0.01, -0.05, 0.07], [0.02, 0.01, 0.05], [0.05, -0.02, 0.06], [0.07, 0.02, -0.23]]}

{"formula": "C36H44N3S2SiTc", "method": "ωB97M-V/def2-TZVPD", "charge": 3, "e_lumo_ev": [-10.16, -10.34], "gap_ev": [5.918, 5.716], "spin_multiplicity": 2, "s_squared": 1.122, "relative_energy_ev": 0.000, "symbols": ["Tc", "C", "C", "C", "C", "C", "C", "C", "C", "C", "H", "H", "H", "H", "H", "H", "H", "H", "H", "H", "H", "H", "S", "C", "N", "C", "C", "N", "C", "C", "C", "C", "C", "C", "C", "C", "S", "C", "C", "C", "C", "C", "C", "C", "H", "H", "H", "H", "H", "H", "H", "H", "H", "H", "H", "H", "H", "H", "H", "H", "H", "H", "C", "Si", "C", "C", "N", "C", "C", "C", "C", "C", "C", "H", "H", "H", "H", "H", "H", "H", "H", "H", "H", "H", "H", "H", "H"], "coordinates": [[1.374, -0.143, 1.225], [0.641, 2.605, 4.145], [0.969, 1.173, 3.872], [-0.005, 0.313, 3.311], [0.226, -1.068, 3.223], [-0.902, -2.051, 3.175], [1.564, -1.502, 3.317], [2.561, -0.661, 3.862], [3.918, -1.203, 4.176], [2.219, 0.651, 4.191], [0.354, 2.710, 5.195], [-0.198, 2.951, 3.541], [1.500, 3.256, 3.983], [-1.005, 0.696, 3.141], [-1.139, -2.305, 4.212], [-0.633, -2.980, 2.672], [-1.801, -1.633, 2.726], [1.786, -2.555, 3.175], [3.934, -1.498, 5.229], [4.697, -0.450, 4.050], [4.156, -2.086, 3.585], [2.953, 1.287, 4.675], [0.404, 1.613, 0.035], [-0.772, 0.925, -1.003], [-1.601, 1.639, -1.698], [-2.612, 0.980, -2.543], [-2.028, -0.265, -3.144], [-1.463, -1.109, -2.077], [-1.631, -2.579, -2.255], [-3.090, -2.939, -2.228], [-3.812, -2.804, -1.043], [-5.159, -3.124, -1.013], [-5.787, -3.586, -2.164], [-5.070, -3.728, -3.342], [-3.721, -3.401, -3.376], [-0.860, -0.561, -1.076], [-0.219, -1.471, 0.246], [-1.700, 3.121, -1.599], [-3.093, 3.517, -1.191], [-3.905, 4.225, -2.067], [-5.191, 4.584, -1.686], [-5.668, 4.225, -0.435], [-4.859, 3.514, 0.445], [-3.573, 3.164, 0.069], [-2.904, 1.684, -3.320], [-3.492, 0.766, -1.933], [-1.233, -0.045, -3.860], [-2.805, -0.843, -3.638], [-1.070, -3.070, -1.467], [-1.174, -2.818, -3.217], [-3.316, -2.469, -0.135], [-5.720, -3.030, -0.092], [-6.837, -3.847, -2.137], [-5.557, -4.099, -4.233], [-3.158, -3.526, -4.296], [-1.447, 3.512, -2.586], [-0.948, 3.456, -0.893], [-3.530, 4.518, -3.042], [-5.816, 5.147, -2.365], [-6.669, 4.508, -0.137], [-5.230, 3.250, 1.427], [-2.931, 2.630, 0.767], [5.678, 0.349, 1.092], [4.109, 1.079, 0.420], [4.198, 2.130, -1.119], [3.349, 2.156, 1.763], [2.925, -0.351, 0.091], [3.299, -1.317, -0.798], [4.428, -1.162, -1.657], [4.786, -2.150, -2.539], [4.063, -3.347, -2.589], [2.973, -3.541, -1.731], [2.595, -2.553, -0.858], [6.339, 1.167, 1.395], [6.232, -0.276, 0.395], [5.469, -0.250, 1.982], [5.189, 2.592, -1.169], [3.470, 2.941, -1.056], [4.030, 1.608, -2.060], [3.583, 3.171, 1.420], [3.845, 2.008, 2.720], [2.276, 2.191, 1.947], [5.007, -0.253, -1.659], [5.637, -2.002, -3.191], [4.359, -4.130, -3.276], [2.443, -4.484, -1.737], [1.790, -2.746, -0.160]], "forces_ev_per_angstrom": [[0.38, 0.24, 0.25], [-0.01, 0.00, 0.02], [-0.03, 0.08, -0.19], [-0.09, -0.07, 0.05], [-0.03, -0.09, 0.02], [0.02, -0.02, -0.06], [-0.07, -0.14, -0.12], [0.08, 0.04, -0.13], [0.01, 0.01, 0.02], [0.05, 0.00, -0.04], [0.00, -0.01, -0.02], [0.01, 0.00, 0.01], [-0.01, -0.01, 0.01], [-0.01, -0.01, 0.06], [-0.01, -0.01, 0.00], [0.00, 0.01, -0.01], [0.00, 0.01, -0.01], [0.00, 0.01, 0.04], [-0.01, -0.02, -0.02], [-0.04, -0.02, 0.02], [0.00, 0.02, -0.01], [-0.03, -0.03, -0.01], [0.09, 0.01, 0.13], [0.09, 0.07, 0.05], [-0.05, 0.09, 0.04], [-0.05, 0.02, -0.02], [0.02, -0.01, -0.06], [0.01, -0.07, -0.09], [0.00, 0.03, -0.05], [-0.04, -0.02, 0.02], [0.03, 0.02, 0.03], [-0.01, 0.00, 0.03], [-0.02, -0.01, -0.01], [-0.02, -0.01, -0.02], [0.02, 0.00, -0.03], [0.00, -0.12, 0.19], [-0.01, 0.27, -0.16], [-0.06, -0.02, -0.04], [0.00, -0.02, 0.00], [0.01, 0.01, -0.05], [-0.03, 0.02, -0.01], [-0.01, 0.01, 0.00], [0.01, -0.01, 0.02], [0.04, -0.02, 0.02], [-0.01, -0.01, -0.01], [-0.02, 0.01, 0.00], [0.00, -0.01, -0.02], [-0.02, 0.00, -0.02], [0.04, -0.05, 0.01], [-0.03, -0.02, -0.01], [-0.02, -0.01, -0.03], [0.01, 0.00, -0.01], [0.02, 0.01, 0.00], [0.01, 0.01, 0.01], [-0.01, 0.00, 0.02], [0.00, 0.02, -0.01], [0.02, 0.05, 0.04], [-0.01, -0.01, 0.02], [0.01, -0.01, 0.01], [0.01, -0.01, 0.00], [0.01, 0.00, -0.02], [-0.03, 0.02, -0.03], [-0.08, 0.02, -0.03], [-0.01, 0.05, -0.05], [-0.04, -0.09, -0.04], [0.03, 0.15, -0.08], [-0.50, 0.36, 0.66], [0.14, -0.65, -0.28], [-0.24, 0.07, 0.21], [-0.11, -0.28, -0.07], [-0.07, 0.13, 0.12], [0.20, -0.07, -0.24], [0.11, 0.09, 0.15], [-0.04, -0.02, -0.01], [0.00, 0.00, -0.06], [0.01, 0.04, -0.09], [-0.03, -0.02, 0.01], [0.00, -0.02, 0.01], [0.02, 0.01, 0.05], [0.07, -0.04, 0.04], [0.01, -0.02, -0.02], [0.01, -0.02, -0.08], [0.00, 0.07, 0.07], [-0.03, -0.02, 0.01], [0.00, 0.02, 0.03], [0.02, 0.00, -0.01], [0.28, 0.00, -0.12]]}